## P
Molecular formula: C42H105N7O14
Method: DFT, wB97M-V/def2-TZVPD

ORCA input file:
```
! RIJCOSX wB97M-V def2-TZVPD def2/J DEFGRID3
* xyz 0 1
C -5.6814 -6.2026 1.5037
O -5.3815 -5.0066 2.1914
C -6.3056 -4.7721 3.2768
C -6.0412 -3.4706 4.0169
N -4.8727 -3.5232 4.8342
C -4.1502 -2.3572 5.2995
C -2.6324 -2.6271 5.5935
O -2.0818 -3.4457 4.6335
C -0.7829 -3.7739 4.8376
H -6.5556 -6.0927 0.8620
H -5.8881 -7.1012 2.0849
H -4.8700 -6.3503 0.7910
H -6.0688 -5.4810 4.0701
H -7.2975 -4.6746 2.8354
H -6.6881 -3.2932 4.8761
H -6.1551 -2.6723 3.2835
H -4.1711 -3.9807 4.2697
H -4.6937 -1.8540 6.0991
H -4.2168 -1.7304 4.4101
H -2.4278 -2.8883 6.6318
H -2.2897 -1.5934 5.5488
H -0.3235 -4.0732 5.7796
H -0.2234 -2.9460 4.4021
H -0.4201 -4.5844 4.2055
C 2.9909 3.4202 2.4951
O 3.1358 3.8290 1.1455
C 2.5604 5.1033 0.8099
C 1.0493 4.9950 0.4590
N 0.1952 4.7389 1.6044
C -1.2546 4.9652 1.5100
C -2.0564 4.2050 0.4143
O -1.8309 4.6143 -0.9753
C -2.6357 4.1324 -2.0585
H 3.6340 2.5547 2.6546
H 1.9527 3.1108 2.6159
H 3.2059 4.2067 3.2185
H 2.9604 5.4680 -0.1362
H 2.7285 5.9007 1.5338
H 0.9125 4.3737 -0.4261
H 0.6229 5.9347 0.1079
H 0.2820 3.7486 1.7832
H -1.6113 5.9926 1.5832
H -1.4345 4.5592 2.5055
H -3.0976 4.3693 0.6919
H -1.8674 3.1315 0.4182
H -3.7247 4.0870 -2.0580
H -2.1804 3.2023 -2.3988
H -2.4355 4.8834 -2.8226
C 7.5595 0.8077 0.2130
O 8.3185 1.9631 0.6181
C 8.4040 2.8964 -0.4104
C 9.2327 4.0188 0.2213
N 9.1592 5.0934 -0.7463
C 9.3469 6.4962 -0.2696
C 9.2412 7.5997 -1.3079
O 7.9290 8.1308 -1.3002
C 7.7613 9.1526 -2.2926
H 6.6659 1.1942 -0.2771
H 7.2944 0.2598 1.1172
H 8.1273 0.1315 -0.4261
H 7.4131 3.3240 -0.5631
H 8.7596 2.4206 -1.3243
H 10.1957 3.5527 0.4297
H 8.8667 4.4298 1.1622
H 9.8413 4.8993 -1.4655
H 10.3865 6.4169 0.0483
H 8.7908 6.7531 0.6320
H 9.7032 7.1717 -2.1975
H 9.8476 8.4135 -0.9102
H 8.2001 9.1012 -3.2891
H 8.1811 10.0224 -1.7873
H 6.7360 9.4482 -2.5149
C -3.7760 -3.7809 -0.5334
O -2.7169 -2.8561 -0.5832
C -2.1597 -2.5318 0.7100
C -1.8875 -1.0101 0.9018
N -0.8343 -0.4415 0.1529
C 0.4010 -0.5109 0.8787
C 1.4784 0.1720 0.0862
O 2.5770 0.4386 0.8442
C 3.6500 0.8900 -0.0287
H -4.6173 -3.1154 -0.3401
H -3.8125 -4.4923 0.2916
H -3.6859 -4.3546 -1.4559
H -1.3374 -3.1967 0.9744
H -2.9718 -2.7029 1.4165
H -1.7820 -0.7816 1.9623
H -2.7499 -0.4073 0.6172
H -0.7706 -0.9589 -0.7122
H 0.7953 -1.5002 1.1114
H 0.4301 -0.0194 1.8512
H 1.0300 1.1397 -0.1385
H 1.6535 -0.4699 -0.7772
H 4.2156 0.0416 -0.4140
H 4.3745 1.4878 0.5243
H 3.2867 1.3756 -0.9344
C -1.0700 2.2562 -5.2529
O -1.5136 0.9504 -4.8510
C -0.7171 0.1035 -3.9889
C -1.6638 -0.9970 -3.4101
N -0.9212 -1.7851 -2.4808
C 0.1411 -2.6489 -3.1003
C 0.4139 -3.8305 -2.1011
O -0.6124 -4.7820 -2.5024
C -0.9280 -5.7663 -1.4899
H -1.8851 2.7513 -5.7807
H -0.2810 2.1927 -6.0022
H -0.7388 2.9379 -4.4695
H -0.3701 0.8161 -3.2406
H 0.1804 -0.1836 -4.5368
H -2.1247 -1.5994 -4.1929
H -2.4740 -0.4841 -2.8919
H -1.6107 -2.2329 -1.8942
H 0.9800 -2.0840 -3.5068
H -0.2173 -3.0869 -4.0319
H 0.3183 -3.3325 -1.1362
H 1.3998 -4.1257 -2.4600
H -1.6585 -6.5336 -1.7462
H -0.9768 -5.4365 -0.4521
H -0.0457 -6.4059 -1.5121
C 7.9912 -3.9456 3.1617
O 7.3245 -3.3021 2.0211
C 6.2454 -2.4260 2.3670
C 5.0300 -3.1806 3.0113
N 4.5996 -4.2417 2.0407
C 3.1057 -4.3672 2.0825
C 2.9165 -5.8200 1.4874
O 2.7976 -5.7717 0.0366
C 3.1782 -6.9793 -0.5740
H 7.2799 -4.6641 3.5691
H 8.4534 -3.2148 3.8254
H 8.8874 -4.4757 2.8393
H 5.8936 -2.1087 1.3853
H 6.5776 -1.5537 2.9298
H 4.1990 -2.5531 3.3334
H 5.2720 -3.7247 3.9243
H 4.9757 -3.9568 1.1477
H 2.6540 -3.5354 1.5420
H 2.8472 -4.2927 3.1388
H 1.9907 -6.1760 1.9393
H 3.6705 -6.4505 1.9585
H 4.1623 -7.4222 -0.4212
H 3.1191 -6.7230 -1.6318
H 2.3809 -7.6944 -0.3716
C -5.2672 1.3381 -0.3337
O -6.1646 1.9190 -1.2394
C -5.9677 1.5083 -2.5894
C -7.2640 1.9790 -3.3327
N -8.1844 1.1564 -2.5429
C -9.4906 0.9894 -2.9391
C -10.5835 2.1969 -2.8937
O -10.2909 3.2842 -3.8092
C -10.8575 3.2347 -5.1334
H -4.2711 1.3710 -0.7752
H -5.6144 0.3153 -0.1873
H -5.3626 1.8464 0.6258
H -5.8987 0.4313 -2.7423
H -5.0859 1.9023 -3.0946
H -7.2253 1.6542 -4.3725
H -7.3758 3.0632 -3.3318
H -8.1661 1.6197 -1.6456
H -9.8011 0.1507 -2.3160
H -9.6147 0.7094 -3.9852
H -10.7279 2.6147 -1.8974
H -11.5382 1.7424 -3.1583
H -10.4138 2.5061 -5.8120
H -10.7027 4.0759 -5.8091
H -11.9422 3.1346 -5.1727
*
```

Values from the calculation:
SMILES string   COCCNCCOC.COCCNCCOC.COCCNCCOC.COCCNCCOC.COCCNCCOC.COCCNCCOC.COCCNCCOC
HOMO-LUMO gap   8.87 eV

Löwdin population analysis, charges in e, atoms 1 to 2: -0.13 -0.21

=====

## Q
Molecular formula: C42H105N7O14
Method: DFT, wB97M-V/def2-TZVPD

ORCA input file:
```
! RIJCOSX wB97M-V def2-TZVPD def2/J DEFGRID3
* xyz 0 1
C -2.6532 1.3061 4.4659
O -3.2490 1.9434 3.3603
C -4.4254 2.6190 3.7213
C -4.5630 4.0555 3.2586
N -4.9350 4.2167 1.8206
C -3.8079 3.8098 0.9266
C -4.1220 2.4600 0.1950
O -4.9007 2.7777 -0.9995
C -4.0839 3.2510 -2.0817
H -3.3469 0.7326 5.0807
H -2.1052 2.0235 5.0768
H -1.8771 0.6037 4.1618
H -4.6724 2.5343 4.7796
H -5.2143 1.9697 3.3416
H -3.7187 4.7389 3.3502
H -5.3460 4.5566 3.8276
H -5.6108 3.4881 1.6401
H -2.8834 3.7643 1.5022
H -3.6398 4.5671 0.1609
H -4.6757 1.9688 0.9951
H -3.1765 1.9977 -0.0885
H -4.6760 3.3195 -2.9943
H -3.2463 2.6060 -2.3468
H -3.6486 4.2361 -1.9136
C -2.1449 4.3996 -3.8816
O -2.5557 3.4472 -2.9454
C -1.5008 2.7735 -2.2958
C -1.2190 3.3295 -0.9197
N -1.0100 2.2363 0.0019
C -0.4714 2.5210 1.3266
C 0.7329 3.4613 1.4087
O 1.7024 2.8368 0.5290
C 2.6983 1.9795 1.1070
H -1.2809 4.1228 -4.4857
H -1.6429 5.2096 -3.3525
H -2.9739 4.7513 -4.4957
H -0.5888 2.6137 -2.8710
H -1.8891 1.7573 -2.2275
H -1.9495 4.0976 -0.6658
H -0.2499 3.8277 -0.9477
H -0.3596 1.6050 -0.4437
H -0.3603 1.5167 1.7353
H -1.1654 3.0862 1.9487
H 1.0166 3.6503 2.4440
H 0.5169 4.4177 0.9327
H 2.3376 1.1814 1.7558
H 3.4435 2.5688 1.6414
H 3.1840 1.4406 0.2935
C -1.8922 -3.6754 5.0052
O -2.0869 -2.3171 4.5772
C -1.1994 -1.7171 3.6220
C 0.1984 -1.3907 4.0720
N 1.0690 -2.4666 4.0907
C 2.3556 -2.0858 4.5772
C 3.3642 -3.2292 4.6221
O 3.9858 -3.4744 3.3711
C 4.9615 -4.4819 3.3392
H -1.3175 -3.8962 5.9047
H -1.4311 -4.2255 4.1849
H -2.9486 -3.8887 5.1687
H -1.6839 -0.7494 3.4918
H -1.2305 -2.3381 2.7267
H 0.1224 -0.8354 5.0069
H 0.6211 -0.7135 3.3299
H 1.2601 -2.9776 3.2408
H 2.2593 -1.7918 5.6223
H 2.6660 -1.2603 3.9366
H 3.0816 -4.1898 5.0527
H 4.2082 -2.7687 5.1356
H 5.3730 -4.5077 2.3302
H 4.5574 -5.4594 3.6025
H 5.7785 -4.2986 4.0370
C 0.5034 0.8515 3.2366
O 1.7363 1.5711 3.2273
C 2.8368 0.6633 3.2022
C 4.1855 1.5390 3.1032
N 5.3112 0.5643 3.2135
C 6.4761 1.0385 2.5147
C 7.5921 -0.0368 2.7584
O 8.7944 0.3224 2.0528
C 8.7433 0.9700 0.7782
H 0.4953 0.4643 4.2555
H 0.5314 0.0181 2.5346
H -0.3548 1.4730 2.9813
H 2.7808 0.1306 2.2529
H 2.9111 -0.0147 4.0524
H 4.1785 2.2169 3.9567
H 4.3081 2.1963 2.2424
H 5.4531 0.2848 4.1736
H 6.7821 2.0121 2.8977
H 6.2823 1.1179 1.4450
H 7.2759 -0.9341 2.2265
H 7.8361 -0.4136 3.7517
H 8.2373 1.9320 0.8604
H 8.3344 0.2745 0.0453
H 9.7181 1.2050 0.3507
C 2.0640 -2.3772 -5.0513
O 2.3352 -1.4455 -4.0887
C 2.3364 -0.0649 -4.4127
C 0.8649 0.4862 -4.4963
N 0.3719 0.0016 -5.7939
C -0.8058 0.6283 -6.3945
C -2.0684 0.5761 -5.5412
O -2.0713 1.5124 -4.5759
C -2.9741 1.0827 -3.5214
H 2.5427 -3.2763 -4.6633
H 2.4801 -2.2003 -6.0431
H 1.0327 -2.7061 -5.1792
H 2.9428 0.3690 -5.2077
H 2.7775 0.3865 -3.5240
H 0.9781 1.5703 -4.4906
H 0.2245 0.2759 -3.6397
H 0.4266 -0.9729 -6.0533
H -0.9632 0.0101 -7.2783
H -0.5735 1.6322 -6.7500
H -2.2081 -0.4570 -5.2229
H -2.8649 0.8402 -6.2368
H -4.0358 1.0601 -3.7671
H -2.9741 1.6442 -2.5871
H -2.8080 0.0154 -3.3749
C 3.4442 -2.3698 2.3441
O 2.4143 -2.1094 1.4255
C 2.5813 -0.8641 0.6701
C 1.3976 -0.5474 -0.1895
N 1.2373 -1.5747 -1.2537
C -0.1880 -1.5996 -1.7361
C -0.6466 -0.2377 -2.2594
O -1.1174 0.6797 -1.3737
C -2.4769 0.4034 -1.0166
H 3.8770 -3.3630 2.2242
H 2.8226 -2.4745 3.2332
H 4.2392 -1.6254 2.3890
H 3.4606 -1.0124 0.0432
H 2.8754 -0.0772 1.3646
H 1.5995 0.4631 -0.5446
H 0.5344 -0.4960 0.4740
H 1.5157 -2.4208 -0.7775
H -0.8186 -2.0875 -0.9928
H -0.2778 -2.3391 -2.5318
H -1.3098 -0.4603 -3.0953
H 0.1300 0.3232 -2.7795
H -3.0634 0.7622 -1.8624
H -2.8464 1.0146 -0.1932
H -2.5369 -0.6687 -0.8292
C -6.8787 -1.7509 -2.2568
O -5.5799 -1.1707 -1.8328
C -4.5991 -1.1683 -2.8565
C -3.7425 -2.3965 -2.7520
N -2.6910 -2.2168 -1.8023
C -1.8049 -3.3593 -1.8246
C -0.8906 -3.7070 -3.0970
O 0.2809 -4.2819 -2.5093
C 1.3016 -4.8147 -3.3033
H -7.3143 -1.9126 -1.2708
H -6.8748 -2.6784 -2.8294
H -7.5059 -1.0171 -2.7631
H -4.0839 -0.2089 -2.9036
H -5.0322 -1.0879 -3.8535
H -3.2616 -2.6226 -3.7037
H -4.2800 -3.2891 -2.4317
H -3.1760 -2.0960 -0.9246
H -2.2853 -4.2610 -1.4449
H -1.0966 -3.1501 -1.0231
H -0.6157 -2.8403 -3.6981
H -1.3477 -4.2889 -3.8975
H 2.3028 -4.9466 -2.8931
H 1.6185 -4.0798 -4.0433
H 0.9665 -5.6500 -3.9181
*
```

Values from the calculation:
HOMO-LUMO gap   7.37 eV

Löwdin population analysis, charges in e, atoms 1 to 2: -0.10 -0.17

=====

Of them, P has the highest stability.